1.
{
  "formula": "C27H32AsN2O3S2W",
  "method": "ωB97M-V/def2-TZVPD",
  "spin_multiplicity": 3,
  "charge": 3,
  "relative_energy_kj_mol": 101.6,
  "s2": 2.017,
  "energy_ev": -121950.049,
  "species": ["W", "C", "C", "C", "C", "C", "C", "C", "C", "C", "C", "H", "H", "H", "H", "H", "H", "H", "H", "H", "H", "H", "H", "H", "H", "N", "C", "C", "C", "C", "C", "C", "C", "H", "H", "H", "H", "H", "O", "C", "N", "S", "O", "O", "C", "C", "C", "C", "C", "C", "H", "H", "H", "H", "C", "As", "C", "C", "S", "H", "H", "H", "H", "H", "H", "H", "H", "H"],
  "positions_angstrom": [[0.18, 0.43, 1.35], [-3.59, 1.06, 3.77], [-2.62, 1.91, 2.94], [-3.14, 2.09, 1.51], [-1.20, 1.38, 3.02], [-0.89, 0.09, 3.50], [0.44, -0.40, 3.56], [1.54, 0.48, 3.34], [2.93, 0.03, 3.63], [1.23, 1.81, 3.02], [-0.10, 2.23, 2.75], [-4.56, 1.56, 3.79], [-3.26, 0.94, 4.80], [-3.74, 0.08, 3.32], [-2.57, 2.91, 3.39], [-3.16, 1.13, 0.99], [-2.54, 2.80, 0.94], [-4.16, 2.47, 1.55], [-1.68, -0.56, 3.83], [0.62, -1.37, 3.99], [3.11, 0.14, 4.70], [3.67, 0.64, 3.10], [3.09, -1.01, 3.38], [2.03, 2.53, 2.93], [-0.28, 3.27, 2.52], [1.30, -0.75, 0.14], [1.95, -1.25, -0.67], [2.70, -1.87, -1.69], [2.12, -1.93, -2.97], [2.85, -2.50, -3.99], [4.12, -3.00, -3.75], [4.69, -2.94, -2.48], [3.98, -2.38, -1.44], [1.13, -1.52, -3.13], [2.42, -2.57, -4.99], [4.69, -3.44, -4.56], [5.68, -3.34, -2.30], [4.41, -2.32, -0.44], [1.50, 1.88, 0.40], [0.67, 2.13, -0.55], [-0.49, 1.49, -0.36], [-1.52, 1.15, -1.74], [-0.52, 1.60, -2.93], [-1.52, -0.30, -1.86], [0.27, 2.76, -2.83], [0.44, 3.55, -3.94], [1.32, 4.63, -3.85], [2.03, 4.88, -2.68], [1.86, 4.07, -1.58], [0.96, 3.00, -1.65], [-0.09, 3.32, -4.86], [1.44, 5.27, -4.71], [2.71, 5.72, -2.63], [2.39, 4.26, -0.66], [-1.60, -3.21, -2.10], [-2.19, -2.88, -0.30], [-4.06, -2.49, -0.36], [-1.96, -4.54, 0.63], [-1.49, -1.42, 1.20], [-2.41, -3.81, -2.52], [-0.68, -3.78, -2.08], [-1.49, -2.29, -2.66], [-4.58, -3.35, -0.77], [-4.23, -1.62, -0.99], [-4.42, -2.29, 0.65], [-2.52, -5.30, 0.09], [-2.33, -4.45, 1.64], [-0.90, -4.81, 0.64]],
  "lowdin_charge": [1.475, -0.042, -0.346, -0.054, -0.266, -0.146, -0.094, -0.316, 0.012, -0.028, -0.074, 0.105, 0.103, 0.084, 0.159, 0.051, 0.076, 0.104, 0.118, 0.157, 0.123, 0.105, 0.102, 0.161, 0.165, 0.030, -0.010, -0.206, -0.011, -0.029, -0.002, -0.024, 0.002, 0.115, 0.127, 0.132, 0.130, 0.130, -0.083, -0.459, -0.230, 0.993, -0.218, -0.482, -0.228, 0.042, 0.007, -0.020, 0.027, -0.103, 0.144, 0.134, 0.129, 0.134, -0.195, 0.888, -0.219, -0.228, 0.375, 0.069, 0.053, 0.015, 0.066, 0.054, 0.047, 0.067, 0.051, 0.054]
}


2.
{
  "formula": "C10H13O3P",
  "method": "ωB97M-V/def2-TZVPD",
  "relative_energy_kj_mol": 0.0,
  "energy_ev": -26010.086,
  "species": ["C", "C", "C", "C", "C", "C", "C", "C", "C", "C", "O", "O", "O", "P", "H", "H", "H", "H", "H", "H", "H", "H", "H", "H", "H", "H", "H"],
  "positions_angstrom": [[-2.67, 2.39, -0.25], [-1.37, 2.95, -0.56], [-2.81, 1.18, 0.28], [-0.26, 2.21, -0.32], [-1.70, 0.45, 0.72], [-0.35, 1.02, 0.41], [-1.78, -0.83, 1.23], [-2.97, -1.70, 1.41], [3.35, -1.03, -1.26], [4.08, -0.43, -0.05], [2.70, 2.14, 0.12], [0.69, 0.35, 0.69], [3.26, -0.13, 1.07], [2.49, 1.26, 1.30], [-3.50, 2.85, -0.54], [-1.16, 3.88, -1.21], [-3.90, 0.85, 0.37], [0.67, 2.60, -0.61], [-0.88, -1.22, 1.47], [-2.84, -2.76, 0.91], [-3.77, -1.15, 1.00], [-3.25, -1.74, 2.38], [2.34, -0.65, -1.57], [3.94, -1.03, -2.08], [3.23, -2.06, -1.03], [4.27, 0.63, -0.53], [5.00, -1.08, 0.15]],
  "lowdin_charge": [-0.072, -0.005, -0.049, -0.022, -0.132, -0.282, 0.016, -0.036, -0.100, -0.307, -0.462, -0.138, -0.385, 0.800, 0.061, 0.150, 0.140, 0.078, 0.084, 0.144, 0.040, 0.045, 0.094, 0.030, 0.055, 0.115, 0.140]
}